{
  "formula": "C6H6N2O2",
  "method": "wB97M-V/def2-TZVPD",
  "elements": ["N", "C", "C", "C", "O", "C", "N", "C", "C", "O", "H", "H", "H", "H", "H", "H"],
  "positions_angstrom": [[-2.273, 0.974, -1.432], [-1.105, 0.553, -0.825], [0.172, 0.353, -1.273], [1.325, -0.116, -0.569], [2.425, -0.208, -1.138], [1.070, -0.496, 0.852], [2.306, -0.927, 1.393], [-0.202, -0.380, 1.353], [-1.331, 0.068, 0.586], [-2.438, 0.077, 1.059], [-2.988, 0.974, -0.763], [-2.315, 1.509, -2.321], [0.531, 0.687, -2.261], [3.026, -0.861, 0.656], [2.500, -0.938, 2.393], [-0.452, -0.552, 2.460]],
  "forces_ev_per_a": [[2.9, 0.1, -1.2], [0.4, -0.6, -0.5], [-0.5, 1.7, -2.4], [-0.1, -0.2, -0.9], [-1.3, 0.0, 1.4], [1.9, -0.7, 1.3], [-2.2, 0.7, -0.5], [1.6, -0.5, 2.3], [0.7, 0.1, -0.3], [-1.3, 0.2, 0.3], [-1.6, 0.3, 0.7], [0.1, -0.8, 1.4], [-0.8, -0.2, 0.2], [-0.2, 0.0, 1.0], [-0.1, 0.0, -0.8], [0.5, 0.0, -1.9]],
  "mulliken_charge": [-0.431, 0.129, -0.601, 0.840, -0.683, 0.300, -0.442, -0.889, 0.938, -0.637, 0.253, 0.234, 0.268, 0.286, 0.207, 0.228],
  "e_homo_ha": -0.318,
  "gap_ev": 7.54,
  "total_energy_ha": -492.21018,
  "e_lumo_ha": -0.0404,
  "largest_force_ev_per_a": 3.15,
  "relative_energy_kcal_mol": 20.9,
  "molar_mass_da": 138.13,
  "smiles": "NC1=CC(=O)C(N)=CC1=O"
}

{
  "formula": "C6H6N2O2",
  "method": "wB97M-V/def2-TZVPD",
  "elements": ["C", "C", "O", "O", "C", "C", "C", "N", "C", "N", "H", "H", "H", "H", "H", "H"],
  "positions_angstrom": [[2.172, 1.557, 0.117], [0.733, 1.226, 0.050], [-0.154, 1.917, 0.472], [0.625, -0.036, -0.381], [-0.894, -0.590, -0.172], [-0.944, -2.075, -0.245], [-1.387, -0.314, 1.175], [-1.778, -0.285, 2.262], [-1.600, 0.217, -1.083], [-2.071, 0.931, -1.857], [2.690, 1.723, -0.837], [2.778, 0.608, 0.512], [2.514, 2.396, 0.896], [-0.700, -2.440, 0.717], [-1.866, -2.477, -0.636], [-0.119, -2.357, -0.992]],
  "forces_ev_per_a": [[4.2, -0.3, 2.3], [0.6, 0.9, 1.2], [-0.1, -0.4, -0.4], [-3.3, -2.1, 0.5], [2.2, 1.3, 1.3], [2.4, -0.7, -3.0], [0.0, 0.6, 1.8], [0.3, 0.0, -1.1], [-1.4, 1.4, -2.5], [0.1, -0.7, 0.5], [-0.6, 0.3, 0.1], [-1.5, 1.8, -0.7], [-1.4, -1.6, -2.0], [0.2, -0.7, 0.7], [-0.4, 0.2, 0.1], [-1.2, 0.0, 1.1]],
  "mulliken_charge": [-1.020, 0.816, -0.498, -0.392, 1.703, -1.557, -0.045, -0.466, -0.033, -0.460, 0.285, 0.265, 0.289, 0.396, 0.364, 0.354],
  "e_homo_ha": -0.404,
  "gap_ev": 10.96,
  "total_energy_ha": -492.14924,
  "e_lumo_ha": -0.0016,
  "largest_force_ev_per_a": 4.77,
  "relative_energy_kcal_mol": 59.1,
  "molar_mass_da": 138.13,
  "smiles": "CC(=O)OC(C)(C#N)C#N"
}

{
  "formula": "C6H6N2O2S",
  "method": "wB97M-V/def2-TZVPD",
  "elements": ["N", "C", "C", "C", "N", "C", "C", "O", "O", "C", "S", "H", "H", "H", "H", "H", "H"],
  "positions_angstrom": [[-2.871, -0.781, 0.214], [-1.805, 0.090, 0.006], [-2.004, 1.469, -0.038], [-0.833, 2.256, -0.135], [0.404, 1.831, -0.160], [0.543, 0.589, -0.127], [1.989, 0.110, -0.110], [2.521, -0.544, -0.986], [2.640, 0.588, 1.026], [-0.464, -0.352, 0.021], [-0.186, -2.101, 0.141], [-3.589, -0.397, -0.036], [-2.626, -1.812, -0.341], [-2.883, 1.763, -0.112], [-1.099, 3.166, -0.266], [3.720, 0.397, 0.843], [0.885, -2.190, -0.755]],
  "forces_ev_per_a": [[11.9, -8.6, 0.9], [0.6, -0.4, 1.1], [9.5, -3.6, 0.1], [-2.4, -5.1, 0.5], [-0.2, 4.2, -0.4], [1.7, -5.0, 1.1], [1.1, 0.3, 0.3], [-0.5, 0.7, 1.2], [3.5, -1.4, -2.5], [-0.8, -0.6, -0.7], [1.0, -0.1, -0.7], [-10.7, 4.8, -3.6], [-1.2, 3.8, 2.1], [-7.7, 3.4, -0.5], [-0.5, 6.6, -0.6], [-4.3, 0.6, 0.7], [-1.1, 0.2, 0.8]],
  "mulliken_charge": [-0.608, 0.754, -0.832, -0.507, -0.574, 0.611, -0.032, -0.528, -0.501, 0.275, -0.341, 0.214, 0.283, 0.614, 0.559, 0.403, 0.209],
  "e_homo_ha": -0.323,
  "gap_ev": 9.37,
  "total_energy_ha": -890.32815,
  "e_lumo_ha": 0.0210,
  "largest_force_ev_per_a": 14.66,
  "relative_energy_kcal_mol": 32.2,
  "molar_mass_da": 170.19,
  "smiles": "Nc1ccnc(C(=O)O)c1S"
}

{
  "formula": "C6H6N2O3",
  "method": "wB97M-V/def2-TZVPD",
  "elements": ["C", "C", "C", "C", "C", "C", "N", "N", "O", "O", "O", "H", "H", "H", "H", "H", "H"],
  "positions_angstrom": [[-0.573, 0.286, 1.656], [-1.271, -0.813, 1.391], [-0.796, -0.889, -0.808], [0.000, 1.043, 0.497], [0.560, -0.416, -0.953], [1.913, -0.883, -1.060], [-1.673, -1.115, 0.044], [-1.001, 1.879, -0.163], [-0.583, 2.583, -1.042], [-2.158, 1.667, 0.168], [-0.412, -0.351, -1.973], [-0.225, 0.330, 2.629], [-1.690, -1.608, 2.142], [0.860, 1.501, 0.772], [2.480, -0.870, -0.118], [2.598, -0.456, -1.764], [1.971, -1.886, -1.419]],
  "forces_ev_per_a": [[1.0, -0.3, -3.1], [-2.7, -3.4, -0.3], [2.3, 1.3, 1.8], [-4.9, 0.5, 3.9], [-0.3, -0.9, 0.0], [1.6, -0.7, 0.4], [0.0, -0.1, 0.6], [1.4, -2.9, 1.5], [0.2, 1.7, -1.4], [-0.9, 0.9, -0.6], [-1.4, -0.6, -2.4], [1.0, 0.7, 1.8], [0.9, 2.0, -1.3], [2.8, 1.6, -0.1], [-0.6, 0.1, 0.0], [-0.2, 1.3, -0.6], [-0.3, -1.4, 0.0]],
  "mulliken_charge": [-0.411, -0.056, 0.516, -0.748, 0.705, -1.282, -0.504, 1.074, -0.656, -0.610, -0.408, 0.430, 0.338, 0.599, 0.292, 0.360, 0.361],
  "e_homo_ha": [-0.238, -0.365],
  "gap_ev": [6.65, 7.23],
  "total_energy_ha": -567.06706,
  "e_lumo_ha": [0.0060, -0.0990],
  "largest_force_ev_per_a": 6.25,
  "relative_energy_kcal_mol": 181.1,
  "spin_multiplicity": 3,
  "molar_mass_da": 154.12
}

{
  "formula": "C6H6N2OS",
  "method": "wB97M-V/def2-TZVPD",
  "elements": ["C", "C", "C", "C", "C", "C", "N", "N", "O", "S", "H", "H", "H", "H", "H", "H"],
  "positions_angstrom": [[1.162, -2.579, -0.389], [0.092, -1.747, -0.203], [2.047, -0.726, 0.312], [3.052, 0.975, -0.955], [0.311, 0.659, 0.795], [-1.071, 1.104, 0.505], [2.369, -1.918, -0.081], [0.691, -0.591, 0.356], [4.271, 0.454, -0.281], [3.041, 0.615, 0.711], [1.098, -3.465, -1.036], [-0.956, -2.015, -0.117], [3.046, 2.043, -0.972], [-1.315, 1.951, 1.086], [-1.996, 0.399, 0.781], [-1.188, 1.204, -0.577]],
  "forces_ev_per_a": [[-0.4, 1.3, -1.3], [1.0, -0.8, 0.9], [-0.3, -4.3, -0.1], [-0.5, 0.3, -2.0], [0.0, -1.3, -0.9], [-2.1, -2.7, 0.8], [0.5, -0.2, -0.2], [-2.2, 3.2, 0.9], [0.7, -0.2, -0.3], [-0.3, 0.6, 2.3], [0.4, 0.1, 1.0], [0.2, 0.6, -0.3], [0.7, 1.2, -0.3], [0.0, 1.4, 0.0], [2.1, 0.7, -0.5], [0.2, 0.5, 0.0]],
  "mulliken_charge": [-0.454, -0.160, 0.736, -0.435, -0.054, -1.086, -0.622, 0.302, -0.198, 0.180, 0.350, 0.322, 0.190, 0.346, 0.266, 0.318],
  "e_homo_ha": [-0.297, -0.297],
  "gap_ev": [7.35, 7.35],
  "total_energy_ha": -814.86973,
  "e_lumo_ha": [-0.0267, -0.0268],
  "largest_force_ev_per_a": 4.32,
  "relative_energy_kcal_mol": 179.3,
  "molar_mass_da": 154.19
}

{
  "formula": "C6H6N2S2",
  "method": "wB97M-V/def2-TZVPD",
  "elements": ["C", "S", "C", "C", "N", "C", "C", "N", "S", "C", "H", "H", "H", "H", "H", "H"],
  "positions_angstrom": [[-3.388, 0.120, 0.440], [-1.627, 0.937, 0.734], [-0.682, -0.311, -0.164], [-1.070, -1.486, -0.830], [-1.244, -2.406, -1.501], [0.674, -0.189, -0.139], [1.515, -0.922, -0.954], [2.494, -1.004, -1.839], [1.314, 1.411, 0.724], [3.019, 0.948, 0.597], [-3.355, -0.848, 0.970], [-4.053, 1.011, 0.726], [-3.722, 0.222, -0.705], [3.646, 1.565, 1.404], [3.013, -0.237, 0.932], [3.467, 1.187, -0.395]],
  "forces_ev_per_a": [[0.2, 3.4, -2.0], [-1.7, -2.5, -1.6], [1.4, 1.0, 1.5], [-1.2, -0.3, -0.7], [-0.2, -0.1, 0.3], [-1.4, 3.2, 1.7], [10.1, -0.3, -8.9], [-8.8, 0.1, 8.1], [-0.7, -2.1, -1.2], [2.2, -1.2, 2.4], [-0.7, 0.8, -0.5], [0.7, -1.8, 0.9], [1.5, -1.3, 2.2], [-1.5, -1.4, -1.6], [0.8, 3.2, -1.1], [-0.4, -0.7, 0.7]],
  "mulliken_charge": [-0.944, -0.012, 0.504, 0.216, -0.427, 0.106, -0.073, -0.443, -0.004, -0.810, 0.340, 0.357, 0.315, 0.310, 0.261, 0.304],
  "e_homo_ha": -0.328,
  "gap_ev": 7.87,
  "total_energy_ha": -1137.94492,
  "e_lumo_ha": -0.0382,
  "largest_force_ev_per_a": 13.45,
  "relative_energy_kcal_mol": 86.8,
  "molar_mass_da": 170.26,
  "smiles": "CS/C(C#N)=C(/C#N)SC"
}